1.
The following is a DFT calculation (ωB97M-V/def2-TZVPD) of a structure of composition C29H54AsGaN4OS2Si3Te.

Geometry (Å):
Ga 0.675 -0.060 -0.238
Te 2.929 1.192 -0.050
C 4.316 -0.274 -0.698
C 3.999 -1.622 -0.826
C 4.968 -2.517 -1.266
C 6.247 -2.074 -1.568
C 6.560 -0.728 -1.436
C 5.597 0.177 -1.005
H 3.007 -1.985 -0.597
H 4.719 -3.566 -1.370
H 6.999 -2.775 -1.907
H 7.556 -0.376 -1.670
H 5.852 1.226 -0.914
N 0.206 -4.411 1.727
C -0.034 -3.114 1.564
S 0.403 -2.433 0.035
N -0.632 -2.424 2.520
C -1.104 -2.906 3.785
C -0.295 -3.673 4.615
C -0.784 -4.087 5.847
C -2.060 -3.720 6.253
C -2.850 -2.933 5.426
C -2.377 -2.528 4.187
H 0.600 -4.929 0.959
H -0.213 -4.922 2.491
H -0.777 -1.447 2.309
H 0.713 -3.937 4.316
H -0.159 -4.689 6.494
H -2.437 -4.045 7.214
H -3.844 -2.643 5.740
H -2.996 -1.925 3.531
C 1.115 4.186 -1.435
Si -0.430 3.440 -2.144
C -0.160 2.763 -3.849
C -1.802 4.686 -2.112
As -1.136 1.606 -0.760
Si -1.844 2.606 1.289
C -3.139 3.902 0.958
C -0.321 3.390 2.025
C -2.597 1.280 2.359
Si -3.081 0.546 -1.690
C -2.744 0.207 -3.475
C -4.532 1.681 -1.512
C -3.267 -0.992 -0.653
H 1.126 5.247 -1.701
H 2.015 3.722 -1.838
H 1.159 4.118 -0.346
H 0.491 3.451 -4.397
H -1.099 2.689 -4.400
H 0.312 1.779 -3.840
H -1.649 5.368 -2.954
H -1.774 5.276 -1.196
H -2.796 4.253 -2.212
H -2.694 4.896 0.898
H -3.863 3.911 1.777
H -3.688 3.727 0.034
H -0.219 4.414 1.657
H 0.595 2.859 1.767
H -0.392 3.445 3.115
H -3.604 1.038 2.012
H -2.690 1.658 3.382
H -2.004 0.368 2.375
H -2.570 1.137 -4.017
H -3.613 -0.281 -3.925
H -1.876 -0.429 -3.618
H -4.348 2.652 -1.973
H -4.807 1.837 -0.467
H -5.391 1.235 -2.021
H -2.294 -1.450 -0.453
H -3.893 -1.735 -1.153
H -3.732 -0.751 0.305
C 2.364 -1.074 3.214
S 1.385 0.390 2.949
C 0.454 0.370 4.466
O 0.337 -0.001 1.883
H 2.967 -0.926 4.110
H 3.010 -1.199 2.346
H 1.692 -1.924 3.330
H 1.144 0.607 5.277
H -0.004 -0.608 4.619
H -0.303 1.148 4.390
C 3.087 0.116 -5.100
C 2.061 -0.499 -4.209
C 1.157 -1.520 -4.413
C 0.440 -1.656 -3.220
N 0.878 -0.758 -2.315
N 1.852 -0.066 -2.962
C -0.667 -2.639 -3.000
H 3.577 -0.653 -5.693
H 3.847 0.643 -4.524
H 2.623 0.823 -5.788
H 1.022 -2.099 -5.311
H 2.378 0.639 -2.454
H -1.184 -2.807 -3.944
H -1.389 -2.295 -2.267
H -0.272 -3.597 -2.663

Results
HOMO level   -12.57 eV
LUMO energy   -4.58 eV
HOMO-LUMO gap   0.294 Ha
Charge   +2

=====

2.
The following is a DFT calculation (ωB97M-V/def2-TZVPD) of an isolated molecule of C4H7NO.

Geometry (Å):
C -1.524 -0.097 0.402
C -0.038 -0.429 0.296
C 0.450 -0.437 -1.150
N 0.717 0.513 1.106
C 1.666 1.239 0.954
O 2.578 1.983 0.922
H -1.847 -0.098 1.448
H -2.118 -0.833 -0.149
H -1.723 0.895 -0.018
H 0.128 -1.421 0.735
H -0.082 -1.199 -1.729
H 0.272 0.539 -1.618
H 1.522 -0.655 -1.200

Results
HOMO level   -10.25 eV
LUMO energy   0.84 eV
HOMO-LUMO gap   0.408 Ha
SMILES   CC(C)N=C=O

=====

3.
The following is a DFT calculation (ωB97M-V/def2-TZVPD) of an isolated molecule of CH3F.

Geometry (Å):
C 0.075 -0.053 -0.012
F -0.384 1.219 0.408
H 0.115 -0.017 -1.179
H 0.845 -0.342 0.670
H -0.650 -0.807 0.113

Results
HOMO level   -12.03 eV
LUMO energy   1.17 eV
HOMO-LUMO gap   0.485 Ha
SMILES   CF

=====

4.
The following is a DFT calculation (ωB97M-V/def2-TZVPD) of an isolated molecule of C4H13N3.

Geometry (Å):
C 1.396 -0.235 -1.412
N 0.207 -0.407 -0.577
C -1.063 -1.053 -1.278
C -0.095 0.347 0.585
C -0.683 -0.502 1.702
N 1.299 0.899 1.082
N -0.875 1.489 0.307
H 1.228 -0.702 -2.388
H 2.238 -0.722 -0.914
H 1.632 0.819 -1.577
H -0.849 -2.122 -1.312
H -1.163 -0.652 -2.288
H -1.999 -0.872 -0.748
H -0.107 -1.421 1.836
H -0.659 0.054 2.645
H -1.722 -0.777 1.501
H 1.759 1.711 0.683
H 1.821 0.368 1.775
H -0.797 1.958 -0.587
H -1.570 1.820 0.967

Results
HOMO level   -7.70 eV
LUMO energy   1.03 eV
HOMO-LUMO gap   0.321 Ha
SMILES   CN(C)C(C)(N)N